Entry 1:
3 unconnected molecules or ions with the total composition C32H70ClN3O8 at a distorted geometry, computed with ωB97M-V/def2-TZVPD.

XYZ file:
```
114
Properties=species:S:1:pos:R:3:mulliken_charge:R:1
C 3.79487 -6.50778 2.27700 -1.13
C 3.91408 -6.42890 0.73778 -0.48
C 4.03252 -4.95317 0.29246 0.11
O 3.17036 -4.60104 -0.77445 -0.45
C 1.85369 -4.35491 -0.34918 -0.37
O 0.89518 -4.81779 -1.27587 -0.41
C 1.29831 -4.84928 -2.60466 -0.30
Cl 1.74818 -3.23335 -3.26687 -0.22
C 1.64142 -2.85586 0.05489 -0.16
N 1.86564 -2.78673 1.51129 -0.30
C 2.56433 -1.80746 1.92902 1.11
C 2.59352 -0.42724 1.32650 -1.42
C 3.39398 -2.04228 3.16896 -1.42
O 0.41368 -2.34566 -0.38752 -0.50
C -0.70082 -2.81225 0.36981 -0.38
C -1.11762 -1.88079 1.52656 -0.38
C -2.53911 -1.28886 1.40392 -0.01
C -3.27649 -1.48610 2.74036 -1.29
C -3.81614 -2.90413 2.96758 -0.47
C -4.96431 -3.31532 2.02927 -0.84
C -4.45833 -3.91289 0.68554 0.25
C -4.95905 -5.34267 0.41969 -1.28
C -3.94949 -6.37208 0.98155 -0.25
C -4.34622 -6.88568 2.38595 -0.41
O -4.34004 -8.29843 2.47372 -0.46
C -3.11350 -8.82612 2.94336 -0.68
H 3.23968 -5.66182 2.68007 0.28
H 3.34342 -7.45001 2.57918 0.33
H 4.78984 -6.45729 2.71735 0.35
H 3.05772 -6.90501 0.26809 0.37
H 4.83278 -6.95396 0.49470 0.35
H 5.04480 -4.79484 -0.07746 0.44
H 3.92760 -4.31345 1.16644 -0.38
H 1.69823 -4.93780 0.56322 0.53
H 0.43262 -5.15809 -3.17849 0.35
H 2.08935 -5.56563 -2.79446 0.34
H 2.40857 -2.29640 -0.47705 0.60
H 3.24497 0.23483 1.88663 0.48
H 1.60441 0.00801 1.23447 0.28
H 3.02417 -0.47898 0.32312 0.28
H 3.80646 -1.13024 3.58796 0.48
H 2.75647 -2.57115 3.87571 0.32
H 4.19950 -2.73233 2.92202 0.24
H -1.52909 -2.88637 -0.33532 0.52
H -0.53873 -3.83244 0.71957 0.12
H -1.08733 -2.48247 2.43475 0.34
H -0.35151 -1.11836 1.62603 -0.04
H -2.42432 -0.20602 1.29466 0.04
H -3.09373 -1.65246 0.54461 0.27
H -2.52634 -1.33034 3.51755 0.44
H -4.07068 -0.75758 2.90220 0.39
H -3.00970 -3.63939 2.99255 0.23
H -4.22218 -2.89757 3.98420 0.41
H -5.55118 -2.41950 1.84266 0.32
H -5.55649 -4.06724 2.54579 0.55
H -3.37487 -3.86415 0.65322 -0.44
H -4.79490 -3.23450 -0.10173 0.48
H -5.93999 -5.47168 0.87072 0.52
H -5.02487 -5.48929 -0.65645 0.41
H -2.94746 -5.94999 1.03864 0.10
H -3.92101 -7.22564 0.30506 0.43
H -5.37003 -6.56507 2.58273 0.21
H -3.73395 -6.43496 3.17193 0.33
H -3.31013 -9.80261 3.37882 0.26
H -2.67323 -8.19815 3.72141 0.30
H -2.40553 -8.92043 2.11473 0.26
C 0.72822 5.78624 1.07439 -0.14
O -0.58177 6.33321 1.13807 -0.38
C -1.14650 6.65537 -0.12281 -0.11
C -2.24743 5.68769 -0.51093 -0.30
N -1.70998 4.37239 -0.83857 -0.23
C -2.70684 3.30852 -0.94525 -0.79
C -3.58280 2.99675 0.26692 -0.50
O -2.89835 2.40783 1.35788 -0.34
C -2.20143 3.31572 2.19255 -0.58
H 1.13515 5.80329 2.08547 0.32
H 0.70886 4.74455 0.73527 0.13
H 1.38545 6.36345 0.42407 -0.05
H -0.38165 6.71470 -0.89950 -0.25
H -1.59190 7.64996 -0.01974 0.43
H -2.77989 6.08053 -1.38303 0.43
H -2.95570 5.64746 0.32638 0.19
H -1.03761 4.10978 -0.13070 0.01
H -2.16254 2.39550 -1.19919 0.40
H -3.35904 3.53497 -1.79526 0.39
H -4.31108 2.24738 -0.05504 0.36
H -4.16838 3.86098 0.60213 0.39
H -2.72169 4.27156 2.28616 0.33
H -1.17981 3.47365 1.83838 0.10
H -2.13150 2.86337 3.18273 0.34
C 3.63619 4.76132 -5.83532 -0.69
O 4.37835 5.90425 -5.45141 -0.33
C 3.80729 7.14183 -5.85772 -0.80
C 3.22672 7.90327 -4.68194 -0.15
N 2.02184 7.26174 -4.16849 -0.33
C 1.56333 7.76114 -2.87404 -0.74
C 2.50746 7.67100 -1.67400 -0.59
O 2.76253 6.35545 -1.20565 -0.47
C 3.73917 5.64238 -1.94655 -0.65
H 4.27350 3.89100 -5.68616 0.23
H 2.73914 4.63358 -5.22037 0.29
H 3.34869 4.80739 -6.88899 0.33
H 3.06268 7.00169 -6.64667 0.41
H 4.62306 7.73815 -6.27597 0.40
H 2.97844 8.91990 -5.00193 0.35
H 4.01298 7.97233 -3.91956 0.15
H 2.19066 6.26841 -4.08521 0.05
H 0.66087 7.19888 -2.62977 0.36
H 1.26131 8.80643 -2.99794 0.37
H 2.01424 8.18260 -0.84147 0.44
H 3.44865 8.20681 -1.84023 0.46
H 4.53367 6.29468 -2.31499 0.30
H 3.28282 5.09483 -2.77397 0.20
H 4.18262 4.90327 -1.27849 0.33
```

Properties
SMILES: CCCO[C@H](OCCl)[C@H](N=C(C)C)OCCCCCCCCCCOC.COCCNCCOC.COCCNCCOC
HOMO: -8.62 eV
strongest force on any atom: 0.030 Eh/bohr

Entry 2:
A molecular structure, C32H70GaN6O8 at a distorted geometry, computed with ωB97M-V/def2-TZVPD.

XYZ file:
```
117
Properties=species:S:1:pos:R:3:mulliken_charge:R:1
C 5.29946 1.12054 -0.13199 -0.49
C 4.26615 0.58418 0.64711 -0.27
C 3.21017 -0.16888 1.65230 -0.20
C 1.64113 -0.17686 1.07250 -0.31
C 0.70913 -0.67284 2.32457 -0.68
Ga -0.99573 -1.75836 1.71764 -0.30
C -2.52422 -0.45794 1.61007 -0.36
C -3.30318 -0.18750 0.21031 -0.60
N -2.92408 1.18020 -0.37814 0.33
C -4.05920 2.16702 -0.31638 -0.35
C -5.32715 1.86458 -1.30937 -0.76
C -2.27602 1.07031 -1.72802 0.32
C -0.65981 1.49300 -1.81445 -0.23
O -2.81121 0.63002 -2.86684 -0.63
N -1.35368 -2.95658 3.25807 -0.42
C -2.31689 -3.83540 2.76312 0.54
O -3.45353 -4.53293 2.55339 -0.62
N -0.48320 -2.86845 0.28365 -0.11
C -1.06743 -2.60894 -1.06370 0.05
C -2.39731 -3.58820 -1.30979 -0.61
H 6.13686 1.62485 -0.77680 0.34
H 3.27166 0.40652 2.69234 0.10
H 3.55397 -1.28415 1.90379 0.33
H 1.52212 -0.79617 0.08712 0.24
H 1.38765 0.97098 0.89296 0.15
H 0.28305 0.19729 2.99814 0.23
H 1.38738 -1.37992 3.00648 0.21
H -2.14824 0.60835 1.99617 0.20
H -3.34995 -0.77355 2.41356 0.17
H -3.29451 -1.05408 -0.57318 0.21
H -4.45803 -0.05753 0.49928 0.41
H -4.38280 2.34307 0.80878 0.37
H -3.61295 3.21562 -0.67224 0.02
H -5.16582 2.17621 -2.43106 0.22
H -6.28321 2.36305 -0.83016 0.32
H -5.53917 0.69038 -1.27267 0.22
H -0.47680 2.53111 -1.30419 0.10
H -0.28756 1.43732 -2.92441 0.28
H -0.09034 0.65025 -1.19784 -0.17
H 0.57174 -2.96011 0.17721 0.24
H -1.27629 -1.48005 -1.27391 -0.27
H -0.28412 -2.95549 -1.89520 0.34
H -3.09679 -3.50121 -0.34676 0.11
H -2.11136 -4.70288 -1.53033 0.04
H -3.03913 -3.10841 -2.19119 0.26
C -4.87029 6.87456 -4.57117 -0.70
O -3.65414 7.46191 -5.01424 -0.33
C -3.28148 8.62439 -4.26559 -0.80
C -2.04099 8.33940 -3.40309 -0.18
N -2.35919 7.43243 -2.29528 -0.27
C -1.17523 6.91818 -1.59725 -0.74
C -0.19981 6.04023 -2.40752 -0.53
O -0.74158 4.77658 -2.79514 -0.26
C -1.50919 4.80610 -3.99039 -0.60
H -5.16626 6.11398 -5.29929 0.24
H -4.73309 6.38291 -3.60490 0.28
H -5.66731 7.61923 -4.50334 0.33
H -4.11173 9.01358 -3.66331 0.39
H -3.02028 9.39467 -4.99973 0.39
H -1.65973 9.28330 -2.99870 0.40
H -1.27590 7.91050 -4.05651 0.17
H -2.88539 6.64023 -2.65409 -0.01
H -1.54677 6.31947 -0.75681 0.34
H -0.62533 7.76065 -1.16233 0.42
H 0.64555 5.80872 -1.74974 0.37
H 0.22901 6.56444 -3.26830 0.35
H -1.14995 5.55438 -4.70277 0.32
H -2.55826 4.97680 -3.75509 0.10
H -1.43963 3.82248 -4.46147 0.33
C 5.48100 0.43772 5.70697 -0.84
O 4.58185 1.36269 5.11008 -0.18
C 4.04558 2.31082 6.03971 -0.88
C 4.60635 3.71593 5.76559 -0.17
N 6.02540 3.80294 6.12589 -0.34
C 6.67962 5.02678 5.64877 -0.68
C 6.76389 5.23738 4.12321 -0.48
O 7.61711 4.30663 3.45515 -0.44
C 6.99719 3.07197 3.12341 -0.45
H 5.69878 -0.34583 4.97563 0.24
H 6.42224 0.92719 5.96908 0.32
H 5.04031 -0.02665 6.59270 0.34
H 4.20731 2.00729 7.08146 0.39
H 2.96346 2.33318 5.86939 0.39
H 4.03999 4.44929 6.34978 0.39
H 4.45524 3.93046 4.70379 0.16
H 6.51825 3.00548 5.73298 0.09
H 7.70336 5.00417 6.04158 0.36
H 6.18829 5.89354 6.10551 0.39
H 7.21696 6.22172 3.95974 0.34
H 5.77942 5.28090 3.64514 0.36
H 5.93162 3.18220 2.90235 0.27
H 7.14728 2.35236 3.92633 0.11
H 7.49256 2.67270 2.23491 0.29
C -1.06148 -7.31779 0.18495 -0.79
O -0.96575 -7.19494 -1.22788 -0.27
C 0.23606 -7.75895 -1.76477 -0.83
C -0.07523 -9.02800 -2.57505 -0.21
N -0.48792 -10.13071 -1.70052 -0.33
C -1.04567 -11.27879 -2.42460 -0.66
C -2.34624 -11.05079 -3.22165 -0.48
O -3.48758 -10.78268 -2.40554 -0.44
C -3.63226 -9.42189 -2.02338 -0.53
H -1.90756 -6.71264 0.52286 0.21
H -1.25156 -8.35516 0.47118 0.33
H -0.15567 -6.95316 0.67578 0.39
H 0.98767 -7.94925 -0.98863 0.38
H 0.65214 -7.00901 -2.44666 0.39
H 0.81840 -9.32576 -3.13417 0.39
H -0.86246 -8.77736 -3.29180 0.17
H -1.19171 -9.79367 -1.04914 0.07
H -1.24383 -12.05255 -1.67302 0.37
H -0.27845 -11.68289 -3.09495 0.39
H -2.57117 -11.98779 -3.74352 0.34
H -2.23718 -10.29354 -4.00543 0.35
H -3.25451 -8.72956 -2.78130 0.27
H -3.13817 -9.24859 -1.06896 0.16
H -4.69680 -9.22301 -1.87691 0.34
```

Properties
total charge: -1
HOMO: -4.87 eV
strongest force on any atom: 0.203 Eh/bohr

The lowest HOMO belongs to which entry? C32H70ClN3O8

What is the HOMO in the second record? -4.87 eV